No. 1
This record from the OMol25 dataset describes C12H16N3ORhS as an isolated structure. The level of theory is wB97M-V/def2-TZVPD.

XYZ file:
```
34
Properties=species:S:1:pos:R:3:nbo_charge:R:1
Rh -0.378 0.254 -0.025 0.81
S -0.550 2.442 -0.706 -0.21
O -0.272 -1.701 0.369 -0.72
N 2.026 1.664 -0.862 -0.43
N 1.483 0.454 -0.462 -0.22
N 1.598 3.825 -1.432 -0.80
C 2.329 -0.521 -0.355 0.12
C -0.427 0.714 1.918 -0.39
C 1.885 -4.516 0.920 -0.16
C 1.886 1.226 2.768 -0.61
C 1.153 2.610 -1.002 0.27
C 0.826 -2.388 0.428 0.38
C 3.237 -2.700 0.164 -0.15
C 0.761 -3.738 0.850 -0.29
C 2.100 -1.862 0.083 -0.19
C 0.726 0.235 2.784 -0.27
C 3.147 -4.002 0.574 -0.28
C 0.228 0.035 4.219 -0.60
H -0.162 0.972 4.625 0.20
H 2.264 1.411 1.763 0.21
H 1.076 -0.733 2.416 0.21
H -1.357 0.166 2.143 0.19
H 4.029 -4.624 0.630 0.22
H 1.561 2.187 3.178 0.20
H 3.346 -0.252 -0.626 0.22
H 1.798 -5.545 1.247 0.21
H 1.043 -0.297 4.866 0.21
H 4.200 -2.283 -0.108 0.21
H 2.593 3.978 -1.410 0.40
H 2.710 0.864 3.385 0.21
H -0.213 -4.129 1.113 0.22
H 1.009 4.619 -1.262 0.40
H -0.592 1.784 2.042 0.20
H -0.567 -0.711 4.265 0.21
```

Calculated values
* E_HOMO: -7.90 eV
* net charge: 0
* HOMO-LUMO gap: 7.5 eV

***

No. 2
This record from the OMol25 dataset describes a 3-piece molecular cluster, C11H22IN3OP overall. The level of theory is wB97M-V/def2-TZVPD.

XYZ file:
```
39
Properties=species:S:1:pos:R:3:nbo_charge:R:1
I -4.665 0.081 -2.626 0.13
P -1.567 0.777 -0.217 1.06
O -3.011 -2.090 -1.482 -0.46
N -0.066 -1.126 -1.399 -0.82
N -0.089 3.222 -1.731 -0.40
N -2.364 -0.889 3.850 -0.39
C -3.033 -0.249 0.017 -0.85
C 2.777 3.196 -3.665 -0.38
C -3.411 -0.985 -1.271 0.44
C 0.577 -2.531 4.668 -0.38
C -0.019 -0.161 -0.295 -0.52
C -1.720 -1.663 4.394 0.33
C 0.985 2.914 -1.986 0.33
C 0.787 -2.774 3.178 -0.61
C -0.892 -2.648 5.091 -0.52
C 1.934 2.670 -4.822 -0.62
C 2.377 2.593 -2.312 -0.52
H -1.278 -3.642 4.866 0.25
H 0.257 -2.028 2.581 0.18
H 0.622 -0.868 -2.088 0.38
H -1.759 1.586 -1.335 0.09
H 0.240 -2.024 -1.056 0.39
H 0.428 -3.762 2.885 0.21
H 3.011 2.981 -1.515 0.26
H -3.840 0.404 0.317 0.30
H 2.691 4.282 -3.615 0.22
H -1.472 1.665 0.856 0.06
H 2.009 1.583 -4.903 0.20
H 0.953 -1.541 4.931 0.21
H 1.161 -3.254 5.236 0.22
H 3.827 2.967 -3.846 0.22
H 2.490 1.506 -2.335 0.23
H -0.995 -2.483 6.163 0.26
H 0.764 0.562 -0.466 0.24
H 1.845 -2.712 2.926 0.22
H 0.175 -0.640 0.651 0.25
H -2.882 -0.950 0.822 0.31
H 2.272 3.099 -5.763 0.23
H 0.882 2.932 -4.703 0.21
```

Calculated values
* E_HOMO: -12.90 eV
* net charge: +1
* HOMO-LUMO gap: 10.0 eV

***

No. 3
This record from the OMol25 dataset describes C2H2AgO3 as an isolated structure. The level of theory is wB97M-V/def2-TZVPD.

XYZ file:
```
8
Properties=species:S:1:pos:R:3:nbo_charge:R:1
Ag -2.547 -0.416 0.607 0.65
O 1.826 -0.842 -0.131 -0.67
O 0.197 0.535 0.396 -0.57
O -0.259 -1.327 -0.722 -0.67
C 0.545 -0.491 -0.302 0.98
C -1.186 1.057 0.271 -0.34
H -1.127 1.741 -0.588 0.13
H 2.235 -0.275 0.535 0.49
```

Calculated values
* E_HOMO (spin up / spin down): -8.11 / -8.93 eV
* 2S+1: 2
* relative energy (zero: lowest compared OMol25 entry of this formula, charge and spin): 1.121 eV
* net charge: 0
* HOMO-LUMO gap (spin up / spin down): 7.4 / 8.1 eV

***

No. 4
This record from the OMol25 dataset describes a 14-piece molecular cluster, C39H93ClF8N3O16S overall. The level of theory is wB97M-V/def2-TZVPD.

XYZ file:
```
161
Properties=species:S:1:pos:R:3:mulliken_charge:R:1
Cl 2.071 6.065 -5.627 -0.10
S 0.011 -0.914 -2.689 1.60
F -1.062 3.037 -0.580 -0.33
F -3.658 3.379 0.208 -0.25
F -3.232 0.649 -1.907 -0.19
F -3.121 1.407 0.884 -0.14
F -4.897 1.693 -0.292 -0.24
F -0.886 0.888 -0.537 -0.14
F -2.915 5.427 -2.594 -0.32
F -3.229 2.779 -2.333 -0.24
O -3.556 -1.573 4.139 -0.59
O 6.565 -0.471 -5.532 -0.49
O -6.013 1.465 8.708 -0.47
O -9.975 1.982 11.620 -0.53
O 0.647 -1.638 -3.761 -0.64
O -2.886 -4.603 3.395 -0.62
O -1.736 -4.589 -4.010 -0.53
O 2.903 4.034 -4.338 -0.30
O 4.141 0.794 -1.955 -0.41
O -1.956 4.949 2.424 -0.53
O -4.472 -3.892 -0.315 -0.11
O 5.153 6.819 -4.102 -0.52
O -1.302 -1.411 -2.379 -0.48
O 7.942 3.044 -0.082 -0.48
O 1.017 -7.714 0.914 -0.44
O 1.734 -1.542 1.573 -0.37
N -0.589 1.942 -2.522 0.79
N 2.523 0.049 -5.098 0.08
N 0.518 1.324 -4.351 0.33
C -1.508 -5.738 -3.201 -0.47
C 1.386 -8.231 2.191 -0.13
C -6.854 -3.998 -0.835 -1.26
C -5.775 -4.108 0.225 0.06
C 5.230 0.972 0.225 -1.20
C 5.389 1.011 -1.279 -0.13
C 1.948 -2.680 2.418 -0.10
C -0.332 3.098 -3.262 1.02
C 6.316 5.591 -5.857 -0.76
C -0.036 0.855 -3.190 -0.61
C 3.576 1.012 -5.511 -0.44
C 1.026 -1.161 -1.220 -1.27
C -4.944 1.359 7.774 -0.54
C 1.202 0.500 -5.434 -1.73
C -3.017 3.415 3.951 -0.39
C 10.131 2.881 -1.151 -1.23
C -5.443 1.066 6.371 -0.75
C 8.667 3.248 -1.294 0.14
C 8.849 -0.704 -6.362 -1.16
C -1.327 1.910 -1.257 -0.37
C -2.087 -5.575 -1.807 -0.41
C -0.727 4.516 -2.961 -1.28
C 6.421 6.345 -4.545 -0.04
C 2.859 -8.588 2.257 -1.15
C -2.876 1.833 -1.437 0.83
C -9.496 1.528 9.272 -0.85
C -8.941 1.836 10.651 -0.16
C -5.723 -1.157 3.120 -0.94
C 2.060 4.418 -5.036 0.59
C -3.652 2.093 -0.112 0.53
C -4.229 -0.894 3.091 0.70
C -2.082 4.937 -3.588 -0.54
C 0.363 2.702 -4.411 0.90
C 0.864 3.604 -5.501 -1.71
C -2.914 4.853 3.478 -0.37
C -1.104 -5.538 2.026 -1.10
C -2.301 -4.609 2.085 0.35
C 7.889 0.061 -5.472 -0.09
C 1.362 -2.466 3.799 -1.09
H 4.582 6.052 -3.982 0.24
H -0.433 -5.943 -3.145 0.26
H -2.269 4.351 1.739 0.21
H 2.563 0.037 -4.083 0.24
H 1.830 -1.609 4.289 0.45
H -0.336 -5.226 2.740 0.25
H -4.618 1.007 5.659 0.13
H 1.471 -3.523 1.921 0.14
H -6.481 0.624 8.715 0.27
H -2.009 -3.586 1.817 0.05
H -6.231 -0.617 2.318 0.34
H -3.888 5.206 3.125 0.25
H 8.240 0.053 -4.434 0.20
H -8.248 1.050 10.972 0.23
H 3.472 -7.715 2.034 0.29
H -1.928 5.735 -4.321 0.38
H -6.674 -4.715 -1.636 0.31
H 1.437 -2.166 -1.345 0.53
H 6.192 1.125 0.712 0.38
H -5.984 0.117 6.348 0.44
H -2.575 4.103 -4.096 0.32
H 4.817 0.013 0.545 0.28
H -5.961 -3.396 1.034 -0.02
H 8.186 2.618 -2.043 0.08
H -5.933 -2.222 3.009 0.25
H 5.671 4.714 -5.746 0.07
H -0.746 4.735 -1.894 0.43
H 6.867 5.708 -3.773 0.09
H -1.981 -6.572 -3.716 0.34
H -3.066 -4.930 1.386 -0.04
H 0.544 -0.358 -5.584 0.48
H 0.309 -1.179 -0.403 0.46
H 8.339 3.601 0.596 0.29
H -3.801 -1.193 2.125 0.05
H -1.926 -6.469 -1.204 0.38
H -1.399 -6.554 2.285 0.38
H -4.246 0.580 8.099 0.31
H -10.465 1.154 11.661 0.29
H 6.056 0.221 -1.619 0.29
H 7.051 7.226 -4.658 0.31
H 1.193 1.078 -6.358 0.62
H 1.202 -8.392 0.257 0.26
H 3.127 -8.960 3.247 0.34
H 8.503 -0.688 -7.396 0.29
H -6.136 1.844 6.045 0.29
H -5.761 -5.109 0.655 0.36
H -4.454 -3.008 -0.697 0.08
H -3.689 -2.520 3.997 0.31
H -2.043 3.063 4.293 0.29
H 1.516 -3.344 4.425 0.36
H 9.849 -0.271 -6.321 0.35
H 7.812 1.099 -5.794 0.28
H 3.103 -9.361 1.524 0.34
H -0.661 -5.553 1.031 0.30
H 0.291 -2.266 3.733 0.18
H -10.057 0.590 9.281 0.32
H -1.624 -4.728 -1.294 0.00
H 1.804 -0.413 -1.067 0.36
H 2.159 -0.788 1.996 0.21
H 10.612 3.500 -0.391 0.37
H -6.144 -0.838 4.074 0.10
H 7.296 5.253 -6.197 0.36
H 0.070 4.299 -5.792 0.46
H -2.579 5.517 4.273 0.37
H 3.020 -2.887 2.483 0.29
H 10.664 3.022 -2.093 0.34
H 3.569 1.877 -4.842 0.07
H -4.032 0.171 3.231 -0.23
H -1.313 -3.839 -3.579 0.28
H -3.328 2.768 3.127 -0.08
H -6.860 -2.999 -1.278 0.31
H -8.693 1.446 8.538 0.17
H 8.563 4.291 -1.612 0.22
H 10.234 1.840 -0.843 0.31
H 0.048 5.168 -3.379 0.40
H 6.600 -1.389 -5.242 0.26
H 5.881 6.228 -6.627 0.24
H 5.807 1.972 -1.588 0.15
H -8.396 2.778 10.642 0.26
H 1.149 -7.451 2.913 0.23
H 8.916 -1.749 -6.050 0.34
H -7.840 -4.189 -0.410 0.38
H 3.547 1.500 -1.676 0.22
H -3.159 -5.381 -1.861 0.13
H -2.200 -4.313 4.008 0.34
H 0.770 -9.106 2.425 0.28
H -3.734 3.303 4.765 0.24
H 3.420 1.309 -6.553 0.39
H 4.547 1.757 0.562 0.32
H -10.179 2.316 8.954 0.28
H -4.420 2.314 7.803 0.28
H 1.132 3.066 -6.416 0.46
H 4.555 0.533 -5.450 0.12
```

Calculated values
* E_HOMO: -11.03 eV
* net charge: +1
* HOMO-LUMO gap: 6.9 eV